No. 1
17
Properties=species:S:1:pos:R:3:forces:R:3 method="wB97M-V/def2-TZVPD" charge=-1 homo_energy_ev=-3.69 orbital_gap_ev=7.5
S 0.927555 1.493289 1.342897 -0.2348 -0.1130 0.0551
O 1.865924 -0.949756 -0.502592 0.0157 0.0552 -0.0430
O -2.120928 -2.444977 -0.044428 -0.2390 -0.3488 -0.1753
O -0.541914 -1.152604 -2.141098 0.3885 -0.2782 0.1790
O -0.350546 1.567059 -1.490621 0.2729 -0.0018 0.1922
C -0.341417 0.326886 1.941944 -0.4220 -0.2238 0.2381
H 2.285229 -0.464732 -1.221766 -0.0168 -0.0377 0.0405
H -1.263727 1.847541 -1.479929 -0.3329 0.0645 -0.0219
H -1.833356 -2.288838 -0.957665 0.0548 0.2592 0.1594
H -0.046802 1.647883 -0.535438 0.2498 -0.0097 -0.2056
H -0.154482 -0.029947 2.959381 0.2305 0.0613 -0.0438
H 0.130719 -1.659905 -1.661008 0.0223 -0.0364 -0.0794
H -0.413391 -0.570704 1.318257 0.1634 0.0470 -0.0456
H -1.920518 -1.615577 0.393495 0.1127 0.1556 0.0513
H -1.353001 0.751141 1.982769 0.1418 0.1844 -0.1450
H 1.596985 -0.217047 0.112045 0.1229 -0.0265 0.0328
H -0.262772 -0.253356 -1.874049 -0.5299 0.2486 -0.1890

***

No. 2
23
Properties=species:S:1:pos:R:3:forces:R:3 method="wB97M-V/def2-TZVPD" charge=+1 homo_energy_ev="-11.85 / -11.85" orbital_gap_ev="6.2 / 6.2"
I 3.168445 -0.502990 -0.015426 0.3189 0.3725 -0.0593
Br -0.809680 -4.148373 0.327755 -0.1124 0.1888 -0.2022
N 6.259480 -1.006461 -0.043398 2.3909 2.7982 -1.5557
N 0.946025 1.545211 0.170984 -1.7004 -0.8009 0.1258
N -0.375500 1.641546 0.167970 2.9785 4.6844 0.2354
C 0.068486 -0.530783 -0.065717 -2.4284 -0.8951 -0.1688
C -0.974104 3.005560 0.219050 -1.0224 -2.0532 1.8894
C -3.301543 -0.657672 -0.398614 1.9731 -1.0942 2.8265
C 1.241049 0.197962 0.072491 -1.4847 -0.2806 -0.3500
C -2.928581 -2.138785 -0.156726 1.1922 1.4531 -0.8294
C -1.018789 0.491153 -0.025456 -0.2607 -2.7359 0.3938
C -2.378404 0.455361 0.056168 -0.1066 -0.1499 -0.7588
C -1.759167 -2.702072 -0.084464 1.0438 1.0480 0.5146
H 5.824524 -1.806134 0.367980 0.9326 -0.4975 0.3548
H -1.409507 3.271559 -0.704602 -0.9106 0.0074 -0.9174
H -3.760931 -2.808224 -0.212801 -0.5047 -0.5723 0.1270
H -0.266301 3.732305 0.429545 1.8342 0.9291 0.4032
H 7.049839 -1.074728 -0.753081 -1.9892 -1.1872 0.9786
H -4.243648 -0.572697 0.060265 -1.2274 0.4907 0.8115
H -3.501512 -0.515132 -1.397571 -0.2308 0.3023 -2.6434
H 6.724507 -0.282752 0.548015 -1.3714 -1.2861 0.3165
H -2.900491 1.407204 0.324737 0.4852 -0.9359 -0.3419
H -1.654203 2.998936 1.112892 0.2003 0.2145 -1.1502

***

No. 3
27
Properties=species:S:1:pos:R:3:forces:R:3 method="wB97M-V/def2-TZVPD" charge=0 homo_energy_ev=-8.79 orbital_gap_ev=9.3
O 2.180020 0.983553 0.233759 2.1720 -0.1380 1.5994
O 0.359025 -0.496748 3.308708 0.1089 -0.3210 -0.8419
N 1.157504 1.163528 -0.320101 -2.6818 -0.0821 -2.7666
C 1.307253 -1.887931 1.519723 -1.9378 -0.7137 -2.6212
C -1.552544 2.712165 -0.961146 -0.0786 0.2834 -0.6575
C -0.990464 1.708707 -1.630091 0.5915 -1.6135 1.2349
C -2.685173 3.386643 -1.602324 -1.0496 1.8913 -0.0588
C 1.214436 -0.796656 2.510947 2.2521 0.6435 1.4357
C 2.694504 -2.484720 1.483891 0.1850 -1.6939 -1.2428
C 0.238389 -3.023341 1.588587 0.2218 2.5523 0.4701
C -1.516998 0.895442 -2.803672 -0.1058 -2.4941 1.3568
C 0.234043 1.198692 -1.040838 0.6934 0.2417 1.0096
H 2.833052 -3.238561 2.277048 0.0831 0.9882 0.5885
H -1.699011 1.520289 -3.626747 -0.0095 0.4562 -1.4496
H -2.306847 4.378528 -1.941381 -0.1218 -0.4596 -0.0617
H 0.084031 -2.970618 2.638987 -0.1326 -1.8074 1.2544
H -3.033088 2.858654 -2.513402 -0.1774 0.3301 0.8701
H 2.266916 -0.274086 2.479850 -1.6953 -0.0261 0.3329
H -0.726313 -2.688308 1.276752 -0.6411 0.4608 -0.7760
H 1.047464 -1.259541 0.600795 0.9140 -0.8222 0.5091
H -1.098343 3.159285 -0.067707 -0.1237 -0.3505 -0.4483
H 3.418572 -1.670795 1.449004 0.4425 -0.5278 0.0914
H -0.810658 0.042123 -2.976037 -0.0628 1.2868 -0.4848
H 2.835391 -3.254803 0.640310 -0.2649 1.7906 0.4425
H 0.472690 -3.904696 1.026369 0.4228 -0.6101 0.4244
H -3.493947 3.720056 -0.899819 0.3800 -0.8375 -0.6498
H -2.429904 0.223137 -2.651464 0.6154 1.5726 0.4393

***

No. 4
14
Properties=species:S:1:pos:R:3:forces:R:3 method="wB97M-V/def2-TZVPD" charge=0 homo_energy_ev=-9.10 orbital_gap_ev=9.9
N 2.485900 -0.721410 0.856380 -0.4187 -0.1222 1.2336
N -2.739095 1.538636 -0.002009 -0.2975 0.5149 0.2517
C 2.654908 -0.489095 -0.566690 -0.0906 -0.3828 -0.2139
C -2.580170 0.077531 -0.032693 0.9692 0.2322 -0.1646
H 2.656755 -1.687310 1.157244 -0.0023 0.6148 -0.4669
H 2.164963 0.451154 -0.870836 0.2541 -0.3833 0.1972
H -2.848810 -0.297357 -1.034648 0.0557 0.1166 0.4464
H 2.227778 -1.315902 -1.158769 0.1332 0.3561 -0.1741
H -1.509345 -0.121184 0.141847 -0.3089 -0.6944 -0.0540
H -2.617159 1.930621 0.938295 -0.0480 -0.4065 -0.5145
H 3.731789 -0.413911 -0.793132 -0.4317 0.0298 -0.0288
H -2.028742 1.986675 -0.591350 -0.4462 -0.3568 0.3202
H -3.167767 -0.475714 0.719141 0.0875 0.5920 -0.2857
H 1.568993 -0.462735 1.237219 0.5441 -0.1103 -0.5466

***

Number 1: E -20242.922 eV. Number 2: E -91056.839 eV. Number 3: E -15156.326 eV. Number 4: E -5215.644 eV.